# 1
# C5H12NO2

A 2-piece molecular cluster, C5H12NO2 overall in a non-equilibrium geometry (ωB97M-V/def2-TZVPD, OMol25).

```
20
Properties=species:S:1:pos:R:3:lowdin_charge:R:1
N -1.052 -1.126 -1.628 -0.142
C -1.273 1.466 -0.598 -0.179
C -0.890 1.383 0.783 0.138
C 0.170 0.898 -0.709 -0.155
C 0.053 -0.741 -0.644 -0.465
C -0.319 -1.289 0.731 -0.355
O 0.428 -0.887 1.840 -0.181
H -0.660 -1.919 -2.198 -0.073
H -1.298 2.419 -1.182 0.120
H -2.055 0.788 -1.013 0.095
H -0.478 2.314 1.196 0.116
H -1.049 0.604 1.442 0.053
H 0.435 1.007 -1.796 0.150
H 1.146 1.238 -0.178 0.149
H 0.951 -1.119 -1.053 0.090
H -1.377 -1.054 0.808 0.077
H -0.193 -2.418 0.558 0.123
H 1.406 -0.645 1.486 0.010
H 3.304 -0.854 1.025 -0.107
O 2.750 -0.066 1.130 -0.464
```

The total energy comes out at -402.71649 Eh. As for the spin multiplicity: 1. As for the charge: -1. The value obtained for the HOMO energy is -2.4 eV. Its relative energy (zero: lowest compared OMol25 entry of this formula, charge and spin) is 821.70 kJ/mol.

=====

# 2
# C5H12NO5S2

C5H12NO5S2 as an isolated structure in a non-equilibrium geometry (ωB97M-V/def2-TZVPD, OMol25).

```
25
Properties=species:S:1:pos:R:3:lowdin_charge:R:1
C 2.370 -1.061 0.807 -0.075
C 1.272 -0.384 -0.100 -0.414
C 1.856 0.501 -1.232 -0.091
C 0.309 -1.498 -0.665 -0.209
C -0.850 -1.667 0.377 -0.238
S -2.151 -0.378 0.182 0.594
O -2.043 0.150 -1.208 -0.392
O -3.465 -1.093 0.317 -0.409
N -2.054 0.773 1.411 -0.329
S -1.687 2.287 0.810 0.559
O -1.839 3.238 1.954 -0.387
O -0.298 2.428 0.267 -0.382
O -2.763 2.786 -0.340 -0.199
H 3.319 -0.510 0.663 0.067
H 2.101 -0.960 1.876 0.070
H 2.437 -2.138 0.571 0.063
H 0.645 0.230 0.580 0.093
H 2.353 1.395 -0.801 0.076
H 2.649 -0.080 -1.754 0.073
H 1.101 0.810 -1.977 0.076
H 0.813 -2.489 -0.743 0.100
H -0.078 -1.262 -1.673 0.099
H -1.358 -2.644 0.237 0.091
H -0.438 -1.688 1.409 0.100
H -2.201 3.254 -0.970 0.067
```

The total energy comes out at -1425.06710 Eh. As for the spin multiplicity: 1. As for the charge: -1. The value obtained for the HOMO energy is -5.8 eV. Its relative energy (zero: lowest compared OMol25 entry of this formula, charge and spin) is 95.98 kJ/mol.

=====

# 3
# C5H12NOS

One molecule with the formula C5H12NOS in a non-equilibrium geometry (ωB97M-V/def2-TZVPD, OMol25).

```
20
Properties=species:S:1:pos:R:3:lowdin_charge:R:1
C 0.921 -0.404 -0.577 -0.238
N 0.748 0.619 -1.577 -0.006
C 1.093 0.196 -2.997 -0.366
O 2.426 -0.040 -3.113 0.027
C -0.489 -0.698 0.134 -0.173
C -0.999 0.552 0.940 -0.286
C -0.636 0.434 2.441 -0.567
S -2.083 -0.084 3.487 0.661
H 1.734 -0.141 0.149 0.130
H 1.315 -1.263 -1.051 0.087
H 1.451 1.324 -1.509 0.093
H 0.462 -0.740 -3.266 0.136
H 0.658 0.862 -3.715 0.096
H -0.503 -1.677 0.603 0.094
H -1.193 -0.858 -0.772 0.122
H -2.194 0.730 0.816 0.135
H -0.547 1.569 0.680 0.111
H -0.379 1.308 3.057 0.039
H 0.220 -0.303 2.728 0.101
H -2.003 -1.388 3.541 -0.197
```

The total energy comes out at -725.74282 Eh. As for the spin multiplicity: 2. As for the charge: 0. The value obtained for the HOMO energy (alpha / beta) is -9.0 / -9.0 eV. Its relative energy (zero: lowest compared OMol25 entry of this formula, charge and spin) is 205.21 kJ/mol.

=====

# 4
# C5H12NPS2

One molecule with the formula C5H12NPS2 in a non-equilibrium geometry (ωB97M-V/def2-TZVPD, OMol25).

```
21
Properties=species:S:1:pos:R:3:lowdin_charge:R:1
C -1.636 -1.463 -1.153 -0.181
N -0.845 -0.335 -0.664 -0.541
C -1.468 0.921 -1.077 -0.181
P -0.517 -0.377 1.015 0.515
S -2.971 -0.246 1.967 -0.148
C 0.901 0.965 0.983 -0.313
C 2.241 0.329 1.376 -0.298
C 2.319 -1.049 0.593 -0.429
S 0.748 -2.085 1.079 0.586
H -2.792 -1.206 -0.996 0.093
H -1.402 -1.348 -2.262 0.108
H -1.379 -2.373 -0.656 0.027
H -2.548 0.591 -1.090 0.061
H -1.225 1.895 -0.534 0.104
H -1.281 1.098 -2.129 0.072
H 0.487 1.766 1.665 0.097
H 0.942 1.068 -0.135 0.082
H 3.100 1.015 0.961 0.144
H 2.426 0.109 2.400 0.082
H 2.232 -0.899 -0.491 0.064
H 3.088 -1.792 0.846 0.057
```

The total energy comes out at -1390.09361 Eh. As for the spin multiplicity: 1. As for the charge: 0. The value obtained for the HOMO energy (alpha / beta) is -8.1 / -8.1 eV. Its relative energy (zero: lowest compared OMol25 entry of this formula, charge and spin) is 216.89 kJ/mol. Its SMILES is CN(C)[P@]1(=S)CCCS1.

=====

# 5
# C5H12NS

An isolated ion of composition C5H12NS and charge -1 in a non-equilibrium geometry (ωB97M-V/def2-TZVPD, OMol25).

```
19
Properties=species:S:1:pos:R:3:lowdin_charge:R:1
C -1.539 0.662 -3.318 -0.124
C -1.273 0.524 -1.826 -0.274
C 0.151 0.950 -1.476 -0.300
N 0.437 1.238 -0.096 -0.083
C -0.300 0.419 0.923 -0.336
C 0.243 -0.985 1.098 -0.824
S 1.415 -1.260 2.461 0.050
H -2.213 -0.121 -3.668 0.062
H -0.628 0.351 -3.854 0.068
H -1.744 1.686 -3.618 0.067
H -1.412 -0.520 -1.523 0.106
H -1.934 1.077 -1.167 0.094
H 0.373 1.844 -2.068 0.099
H 0.824 0.194 -1.902 0.105
H 1.395 1.064 0.183 0.089
H -0.159 0.975 1.843 0.071
H -1.357 0.487 0.679 0.076
H 0.644 -1.301 0.115 0.034
H -0.554 -1.739 1.194 0.020
```

The total energy comes out at -650.65021 Eh. As for the spin multiplicity: 1. As for the charge: -1. The value obtained for the HOMO energy is -2.3 eV. Its relative energy (zero: lowest compared OMol25 entry of this formula, charge and spin) is 67.21 kJ/mol. Its SMILES is CCCNCC[S-].

=====

# 6
# C5H12NS

An isolated ion of composition C5H12NS and charge -1 in a non-equilibrium geometry (ωB97M-V/def2-TZVPD, OMol25).

```
19
Properties=species:S:1:pos:R:3:lowdin_charge:R:1
C -2.929 -0.685 0.098 -0.105
C -1.763 0.288 0.313 -0.309
N -0.490 -0.358 0.055 -0.102
C 0.782 -0.371 0.738 -0.289
C 2.020 -0.384 -0.177 -0.297
C 2.117 1.009 -0.833 -0.829
S 3.817 1.629 -1.025 0.039
H -3.938 -0.335 0.288 0.057
H -2.714 -1.445 0.860 0.063
H -2.649 -1.159 -0.841 0.062
H -1.784 1.124 -0.405 0.100
H -1.711 0.788 1.282 0.106
H -0.384 -0.468 -0.941 0.099
H 0.818 -1.100 1.565 0.091
H 0.859 0.568 1.315 0.099
H 1.981 -1.272 -0.809 0.095
H 2.838 -0.497 0.537 0.071
H 1.556 0.916 -1.772 0.029
H 1.573 1.752 -0.249 0.019
```

The total energy comes out at -650.63325 Eh. As for the spin multiplicity: 1. As for the charge: -1. The value obtained for the HOMO energy is -2.2 eV. Its relative energy (zero: lowest compared OMol25 entry of this formula, charge and spin) is 111.74 kJ/mol. Its SMILES is CCNCCC[S-].

=====

# 7
# C5H12NS

C5H12NS as an isolated structure in a non-equilibrium geometry (ωB97M-V/def2-TZVPD, OMol25).

```
19
Properties=species:S:1:pos:R:3:lowdin_charge:R:1
C 1.614 -0.961 -0.416 -0.246
C 0.165 -1.259 -0.287 0.059
C 1.961 0.273 0.414 -0.412
C -1.554 0.731 -1.117 -0.094
C -1.223 0.486 1.268 -0.093
N -0.598 0.482 -0.047 -0.551
S 0.808 1.553 -0.145 1.023
H 2.187 -1.808 -0.030 0.141
H 1.889 -0.791 -1.457 0.125
H -0.347 -1.608 -1.171 0.114
H -0.151 -1.737 0.630 0.115
H 1.842 0.111 1.485 0.086
H 2.970 0.631 0.217 0.097
H -2.019 1.709 -0.974 0.108
H -1.051 0.729 -2.082 0.101
H -2.333 -0.031 -1.113 0.111
H -1.660 1.468 1.463 0.109
H -2.014 -0.261 1.320 0.112
H -0.486 0.282 2.042 0.097
```

The total energy comes out at -650.36174 Eh. As for the spin multiplicity: 1. As for the charge: +1. The value obtained for the HOMO energy is -13.9 eV. Its relative energy (zero: lowest compared OMol25 entry of this formula, charge and spin) is 139.17 kJ/mol.

=====

# 8
# C5H12NS

An isolated ion of composition C5H12NS and charge +1 in a non-equilibrium geometry (ωB97M-V/def2-TZVPD, OMol25).

```
19
Properties=species:S:1:pos:R:3:lowdin_charge:R:1
C -2.239 -0.640 -0.839 0.052
C -0.956 -0.322 -0.873 -0.193
C 0.039 -0.535 0.266 -0.754
N -0.709 -0.918 1.409 0.178
S 1.159 -1.854 -0.417 0.894
C 0.838 0.906 0.575 -0.154
C 1.473 1.546 -0.659 -0.077
H -2.930 -0.516 -1.676 0.092
H -2.671 -1.084 0.038 0.053
H -0.468 0.260 -1.680 0.105
H -1.022 -0.057 1.872 0.189
H -1.445 -1.526 1.101 0.125
H 0.029 -1.467 1.945 0.197
H 2.140 -0.974 -0.412 -0.133
H 0.159 1.515 1.082 0.093
H 1.611 0.616 1.234 0.096
H 2.239 0.966 -1.063 0.042
H 2.050 2.381 -0.378 0.075
H 0.704 1.703 -1.526 0.120
```

The total energy comes out at -650.33272 Eh. As for the spin multiplicity: 1. As for the charge: +1. The value obtained for the HOMO energy is -13.7 eV. Its relative energy (zero: lowest compared OMol25 entry of this formula, charge and spin) is 215.35 kJ/mol. Its SMILES is C=C[C@@]([NH3+])(S)CC.

=====

Repeat the first record exactly.
# C5H12NO2

A 2-piece molecular cluster, C5H12NO2 overall in a non-equilibrium geometry (ωB97M-V/def2-TZVPD, OMol25).

```
20
Properties=species:S:1:pos:R:3:lowdin_charge:R:1
N -1.052 -1.126 -1.628 -0.142
C -1.273 1.466 -0.598 -0.179
C -0.890 1.383 0.783 0.138
C 0.170 0.898 -0.709 -0.155
C 0.053 -0.741 -0.644 -0.465
C -0.319 -1.289 0.731 -0.355
O 0.428 -0.887 1.840 -0.181
H -0.660 -1.919 -2.198 -0.073
H -1.298 2.419 -1.182 0.120
H -2.055 0.788 -1.013 0.095
H -0.478 2.314 1.196 0.116
H -1.049 0.604 1.442 0.053
H 0.435 1.007 -1.796 0.150
H 1.146 1.238 -0.178 0.149
H 0.951 -1.119 -1.053 0.090
H -1.377 -1.054 0.808 0.077
H -0.193 -2.418 0.558 0.123
H 1.406 -0.645 1.486 0.010
H 3.304 -0.854 1.025 -0.107
O 2.750 -0.066 1.130 -0.464
```

The total energy comes out at -402.71649 Eh. As for the spin multiplicity: 1. As for the charge: -1. The value obtained for the HOMO energy is -2.4 eV. Its relative energy (zero: lowest compared OMol25 entry of this formula, charge and spin) is 821.70 kJ/mol.